[1]
{"formula": "C40H36N6O6S4Sn", "method": "ωB97M-V/def2-TZVPD", "symbols": ["Sn", "C", "C", "C", "C", "C", "C", "C", "C", "N", "C", "O", "C", "C", "C", "C", "C", "N", "C", "O", "N", "C", "C", "C", "C", "C", "C", "C", "C", "H", "H", "H", "H", "H", "H", "H", "H", "H", "H", "H", "H", "H", "H", "H", "H", "H", "H", "H", "H", "H", "O", "C", "C", "C", "C", "C", "C", "C", "O", "N", "O", "O", "H", "H", "H", "H", "S", "C", "S", "C", "N", "N", "C", "C", "C", "C", "C", "C", "S", "H", "H", "H", "H", "H", "C", "S", "C", "H", "H", "H", "H", "H", "H"], "positions_angstrom": [[0.37167, -0.53498, -1.18303], [-2.12854, -3.78081, -0.84978], [-1.68044, -3.51656, 0.56043], [-1.64933, -4.55037, 1.48703], [-1.24195, -4.32084, 2.79360], [-0.85475, -3.04969, 3.17719], [-0.87500, -1.98734, 2.27545], [-0.43196, -0.61840, 2.70173], [-1.30206, -2.23004, 0.97151], [-1.34703, -1.18507, -0.01038], [-2.58884, -0.72589, -0.28567], [-3.61066, -0.95901, 0.34197], [-2.69943, 0.05465, -1.57629], [-3.88881, 0.66603, -1.93029], [-3.96685, 1.27121, -3.17119], [-2.88276, 1.21069, -4.03349], [-1.72667, 0.57632, -3.60550], [-1.64475, 0.03894, -2.38795], [-0.58222, 0.41696, -4.58867], [-0.76327, 0.74453, -5.74942], [0.50007, -0.27953, -4.14718], [1.77465, -0.11435, -4.51253], [2.61095, -1.27279, -4.36636], [2.02794, -2.59957, -3.98250], [3.96069, -1.17129, -4.62913], [4.51557, 0.03842, -5.02457], [3.71760, 1.17145, -5.15885], [2.35970, 1.13728, -4.91700], [1.57038, 2.40353, -5.04611], [-2.16632, -4.85209, -1.04332], [-1.45215, -3.32612, -1.57698], [-3.12448, -3.36763, -1.02875], [-1.94698, -5.54487, 1.17500], [-1.22857, -5.13178, 3.51085], [-0.53049, -2.86267, 4.19418], [-0.49447, -0.50834, 3.78499], [-1.05834, 0.13889, 2.22982], [0.59306, -0.42166, 2.38310], [-4.71121, 0.64941, -1.22975], [-4.87606, 1.77003, -3.48099], [-2.91446, 1.62106, -5.03190], [1.02407, -2.50326, -3.58103], [2.65989, -3.09179, -3.24252], [1.97409, -3.25185, -4.85805], [4.58997, -2.04715, -4.52847], [5.57667, 0.10520, -5.22769], [4.17281, 2.10929, -5.45143], [2.24973, 3.25480, -5.08339], [0.89594, 2.53430, -4.20017], [0.96453, 2.39768, -5.95052], [0.93221, 1.80560, -1.94534], [1.58210, 2.69326, -1.39842], [2.17200, 2.66768, -0.08644], [2.82437, 3.83932, 0.31807], [3.40831, 3.91569, 1.55385], [3.37689, 2.82186, 2.43461], [2.75139, 1.66972, 2.05848], [2.11228, 1.53494, 0.78771], [1.54359, 0.42715, 0.49929], [4.07033, 5.14712, 1.95924], [4.59892, 5.17313, 3.05578], [4.10785, 6.06755, 1.16148], [1.74469, 3.63198, -1.95733], [2.86623, 4.69413, -0.34438], [3.85258, 2.91123, 3.40067], [2.71383, 0.81306, 2.71873], [-0.69830, 2.91343, 5.69080], [-1.16742, 2.82989, 4.13435], [-0.28124, 3.41986, 2.75851], [-1.48347, 2.77398, 1.67007], [-2.49545, 2.18149, 2.33164], [-2.32251, 2.23379, 3.63891], [-3.28419, 1.55145, 4.46327], [-3.89283, 2.22017, 5.51309], [-4.82632, 1.54059, 6.27868], [-5.13809, 0.21915, 5.98887], [-4.52467, -0.42690, 4.92588], [-3.58807, 0.23727, 4.14872], [-1.39581, 2.80761, 0.01888], [-3.64432, 3.25033, 5.72462], [-5.31232, 2.04863, 7.10079], [-5.86731, -0.30625, 6.59186], [-4.77227, -1.45351, 4.69051], [-3.12896, -0.25611, 3.30331], [3.71507, -2.54927, -0.11537], [2.07368, -2.76758, 0.58687], [1.91557, -4.55783, 0.55757], [4.49815, -2.76611, 0.60949], [3.79685, -1.50688, -0.42464], [3.85021, -3.18554, -0.99059], [2.08111, -4.95249, -0.44547], [0.89257, -4.78274, 0.86082], [2.60164, -5.03478, 1.25654]], "forces_ev_per_angstrom": [[0.8, -0.7, -0.3], [0.0, 0.0, 0.0], [0.0, 0.0, 0.1], [0.0, 0.0, 0.0], [0.0, 0.0, 0.0], [0.0, 0.1, 0.0], [0.0, 0.0, 0.1], [-0.1, 0.0, 0.0], [0.1, 0.0, -0.2], [-0.2, 0.3, 0.3], [0.1, -0.1, 0.0], [0.0, 0.0, 0.1], [0.0, 0.0, -0.1], [-0.1, 0.0, 0.0], [-0.1, 0.0, 0.0], [0.1, 0.0, 0.0], [-0.1, 0.1, -0.1], [0.1, 0.2, 0.1], [-0.2, 0.1, -0.1], [0.1, 0.0, 0.1], [0.0, 0.1, -0.2], [-0.2, 0.0, 0.2], [0.1, -0.1, 0.0], [0.0, 0.0, 0.0], [0.0, 0.0, 0.0], [0.0, 0.0, 0.0], [-0.1, 0.0, 0.0], [0.1, 0.0, 0.0], [0.0, 0.0, 0.0], [0.0, 0.0, 0.0], [0.0, 0.0, 0.0], [0.0, 0.0, 0.0], [0.0, 0.0, 0.0], [0.0, 0.0, 0.0], [0.0, 0.0, 0.0], [0.0, 0.0, 0.0], [0.0, 0.0, 0.0], [0.0, -0.1, 0.0], [0.0, 0.0, 0.0], [0.0, 0.0, 0.0], [0.0, 0.0, 0.0], [0.0, 0.0, 0.0], [0.0, 0.0, 0.0], [0.0, 0.0, 0.0], [0.0, 0.0, 0.0], [0.0, 0.0, 0.0], [0.0, 0.0, 0.0], [0.0, 0.0, 0.0], [0.0, 0.0, 0.0], [0.0, 0.0, 0.0], [-0.2, 0.0, 0.0], [-0.1, -0.1, 0.0], [0.0, 0.0, 0.0], [0.0, 0.0, 0.1], [-0.1, 0.0, 0.0], [0.0, 0.0, 0.0], [0.0, -0.1, 0.0], [0.1, 0.1, 0.1], [-0.3, 0.0, -0.1], [0.4, 0.0, -0.1], [-0.2, 0.0, 0.0], [-0.2, 0.0, 0.0], [0.0, 0.0, 0.0], [0.0, 0.0, 0.0], [0.0, 0.0, 0.0], [0.0, 0.0, 0.0], [0.1, 0.0, 0.0], [0.1, 0.0, -0.1], [0.0, 0.1, 0.1], [-0.2, -0.2, 0.0], [0.0, 0.1, 0.0], [0.0, 0.0, -0.1], [0.0, 0.0, -0.1], [0.0, 0.0, 0.0], [0.0, 0.0, 0.0], [0.0, 0.0, 0.0], [0.0, 0.0, 0.0], [-0.1, 0.0, 0.1], [0.0, 0.1, 0.1], [0.0, 0.0, 0.0], [0.0, 0.0, 0.0], [0.0, 0.0, 0.0], [0.0, 0.0, 0.0], [0.0, 0.0, 0.0], [0.0, 0.0, -0.1], [-0.1, 0.1, 0.2], [0.0, -0.1, 0.0], [0.0, 0.0, 0.0], [0.0, 0.0, 0.0], [0.0, 0.0, 0.0], [0.0, 0.0, 0.0], [0.1, 0.0, 0.0], [0.0, 0.0, 0.0]], "mulliken_charge": [1.14, -1.33, 1.39, -1.14, -0.90, -1.44, 1.73, -0.35, -0.58, 0.88, 0.00, -0.72, -0.10, -0.67, -0.70, -0.61, 0.70, 0.64, -0.46, -0.64, -0.29, 0.16, 1.12, -1.21, -0.71, -0.74, -0.93, 1.50, -1.45, 0.48, 0.04, 0.25, 0.38, 0.45, 0.50, 0.76, -0.83, 0.11, 0.57, 0.45, 0.56, 0.07, 0.27, 0.36, 0.47, 0.42, 0.39, 0.44, 0.11, 0.41, -0.48, -0.74, 1.10, -0.32, -0.76, -0.48, -0.67, -0.44, -0.09, 1.04, -0.64, -0.64, 0.24, 0.57, 0.53, 0.46, -0.25, 0.24, 0.06, 0.13, -0.80, 0.86, 0.06, -0.44, -0.60, -0.49, -0.92, 0.19, -0.07, 0.47, 0.38, 0.39, 0.45, 0.41, -1.03, 0.56, -0.89, 0.43, 0.18, 0.31, 0.28, 0.10, 0.37], "e_homo_ev": [-7.81, -7.83], "homo_lumo_gap_ev": [5.05, 5.43], "energy_ha": -4132.8272, "multiplicity": 1}

***

[2]
{"formula": "C6H12O", "method": "ωB97M-V/def2-TZVPD", "symbols": ["C", "O", "C", "C", "C", "C", "C", "H", "H", "H", "H", "H", "H", "H", "H", "H", "H", "H", "H"], "positions_angstrom": [[2.32260, -0.86049, -0.05871], [0.92516, -0.88369, -0.03822], [0.38255, 0.35352, 0.69127], [-0.14082, 1.49242, -0.22688], [-1.53559, 1.28441, 0.44585], [-1.01932, -0.02253, 1.01519], [-1.12180, -1.42634, -1.00696], [2.56841, -0.78178, 0.99788], [2.58254, 0.04846, -0.62093], [2.79205, -1.78609, -0.44169], [0.93913, 0.83953, 1.56323], [0.28112, 2.50030, -0.16322], [-0.02507, 1.16195, -1.26256], [-2.38735, 1.16626, -0.21154], [-1.81251, 2.01225, 1.23122], [-1.25452, -0.23857, 2.08787], [-2.17858, -1.46462, -1.23556], [-0.62038, -0.96335, -1.87490], [-0.69764, -2.43162, -0.89136]], "forces_ev_per_angstrom": [[0.3, 0.5, 0.5], [0.0, 2.1, 1.8], [0.4, -1.1, -0.9], [0.1, 0.0, -0.2], [-0.2, -0.1, -0.3], [-0.3, -0.5, -0.7], [-0.6, 0.2, 0.4], [1.1, 0.2, 0.0], [0.9, -0.4, 0.1], [-0.6, 0.5, -0.2], [0.1, -1.6, -1.0], [0.1, -0.3, 0.3], [-0.6, 0.1, 0.1], [-0.2, 0.2, -0.2], [0.3, -0.1, -0.4], [-0.2, -0.8, -1.2], [-0.4, 0.1, 0.5], [-0.1, 0.3, 1.0], [-0.2, 0.5, 0.5]], "nbo_charge": [-0.25, -0.55, 0.02, -0.44, -0.46, -0.12, -0.51, 0.17, 0.16, 0.19, 0.20, 0.21, 0.22, 0.22, 0.20, 0.20, 0.16, 0.18, 0.19], "e_homo_ev": [-8.47, -8.44], "homo_lumo_gap_ev": [8.86, 8.87], "energy_ha": -310.8276, "multiplicity": 1}

***

[3]
{"formula": "C13H27NO7Si", "method": "ωB97M-V/def2-TZVPD", "symbols": ["C", "C", "C", "C", "Si", "N", "C", "O", "H", "H", "H", "H", "H", "H", "H", "H", "H", "H", "H", "C", "C", "O", "C", "O", "O", "C", "H", "H", "H", "H", "H", "H", "H", "H", "C", "C", "O", "C", "O", "O", "C", "H", "H", "H", "H", "H", "H", "H", "H"], "positions_angstrom": [[1.26416, -3.86845, 1.04550], [0.31724, -2.71775, 1.57904], [-1.13647, -2.68805, 0.92417], [-1.49606, -1.13181, 0.72082], [-2.42583, -3.31639, 2.21899], [-3.28681, -4.74953, 1.54672], [-3.93229, -4.36977, 0.58057], [-4.38416, -3.92104, -0.38765], [2.31990, -3.57387, 1.32185], [1.05906, -4.84092, 1.57756], [1.24620, -4.01594, -0.06480], [0.78579, -1.71502, 1.36366], [0.18050, -2.81795, 2.69546], [-1.19676, -3.26924, -0.03101], [-1.18465, -0.74825, -0.28154], [-1.00254, -0.58008, 1.56839], [-2.60348, -0.95281, 0.83752], [-1.83766, -3.56575, 3.53658], [-3.45794, -2.26765, 2.38175], [4.19425, 1.15373, -1.52259], [3.85456, -0.20736, -0.94782], [2.52473, -0.60272, -1.30869], [2.37655, -1.06513, -2.55544], [3.24823, -1.18369, -3.37790], [1.07938, -1.34846, -2.73883], [0.76011, -1.76649, -4.06664], [3.43915, 1.88943, -1.23720], [5.16966, 1.48929, -1.16650], [4.21738, 1.12612, -2.61300], [3.87793, -0.15712, 0.14171], [4.57868, -0.96599, -1.25255], [1.39471, -2.59281, -4.38577], [0.85223, -0.92403, -4.75392], [-0.27527, -2.10407, -4.06594], [-1.96905, 5.80031, 2.41282], [-1.26827, 4.47737, 2.65154], [-1.67523, 3.49623, 1.68931], [-1.11050, 3.60554, 0.48065], [-0.30192, 4.43424, 0.14659], [-1.62168, 2.64754, -0.30231], [-1.17287, 2.70651, -1.65630], [-3.05152, 5.65987, 2.38019], [-1.72672, 6.51239, 3.20353], [-1.67436, 6.23514, 1.45665], [-1.55149, 4.08725, 3.63008], [-0.18201, 4.59069, 2.65092], [-0.08469, 2.72589, -1.71322], [-1.59936, 3.58018, -2.15170], [-1.53085, 1.81045, -2.16124]], "forces_ev_per_angstrom": [[0.4, 0.4, 0.9], [-0.1, -0.4, -0.8], [0.1, 1.0, 0.8], [-0.6, -0.6, 0.3], [0.2, 0.0, -1.1], [-0.5, 0.6, 0.1], [1.5, 0.0, 0.5], [-0.9, -0.2, -0.5], [-1.0, -0.4, -0.3], [0.1, 0.9, -0.7], [-0.2, 0.2, 1.0], [-0.3, -1.1, 0.3], [0.5, 0.2, -1.1], [0.1, 0.5, 0.8], [0.0, -0.2, 0.9], [-0.4, -0.3, -1.0], [1.1, -0.1, -0.3], [0.1, -0.4, 0.1], [0.0, -0.1, 0.1], [-0.1, 0.1, -0.3], [0.5, 0.3, 0.1], [-0.2, -0.3, -0.1], [0.0, 0.2, 0.1], [-0.2, -0.1, 0.1], [0.2, 0.0, 0.1], [-0.2, -0.1, -0.3], [0.1, 0.0, 0.1], [-0.1, 0.0, 0.0], [0.1, -0.1, 0.1], [-0.3, -0.1, -0.1], [-0.2, 0.0, -0.2], [0.1, 0.2, 0.0], [0.1, -0.1, 0.0], [0.1, 0.1, 0.2], [-0.1, 0.1, -0.3], [0.0, 0.5, 0.4], [0.2, -0.2, -0.2], [-0.2, 0.1, 0.1], [-0.1, -0.2, 0.1], [0.1, 0.1, 0.2], [0.0, -0.1, -0.4], [0.0, 0.0, 0.2], [0.0, -0.1, 0.0], [0.1, 0.0, 0.1], [-0.1, -0.2, -0.2], [-0.1, 0.0, -0.2], [-0.1, 0.1, 0.1], [0.2, 0.0, 0.1], [-0.1, 0.0, 0.3]], "nbo_charge": [-0.62, -0.39, -0.66, -0.62, 1.31, -0.90, 0.85, -0.51, 0.21, 0.21, 0.21, 0.21, 0.20, 0.24, 0.23, 0.21, 0.21, -0.18, -0.20, -0.64, -0.07, -0.50, 0.98, -0.64, -0.50, -0.26, 0.21, 0.22, 0.23, 0.19, 0.20, 0.20, 0.19, 0.20, -0.64, -0.07, -0.49, 0.98, -0.65, -0.49, -0.26, 0.21, 0.22, 0.23, 0.19, 0.19, 0.20, 0.19, 0.20], "e_homo_ev": -9.93, "homo_lumo_gap_ev": 10.53, "energy_ha": -1382.4954, "multiplicity": 1}

***

Copy entry 2 word for word.
{"formula": "C6H12O", "method": "ωB97M-V/def2-TZVPD", "symbols": ["C", "O", "C", "C", "C", "C", "C", "H", "H", "H", "H", "H", "H", "H", "H", "H", "H", "H", "H"], "positions_angstrom": [[2.32260, -0.86049, -0.05871], [0.92516, -0.88369, -0.03822], [0.38255, 0.35352, 0.69127], [-0.14082, 1.49242, -0.22688], [-1.53559, 1.28441, 0.44585], [-1.01932, -0.02253, 1.01519], [-1.12180, -1.42634, -1.00696], [2.56841, -0.78178, 0.99788], [2.58254, 0.04846, -0.62093], [2.79205, -1.78609, -0.44169], [0.93913, 0.83953, 1.56323], [0.28112, 2.50030, -0.16322], [-0.02507, 1.16195, -1.26256], [-2.38735, 1.16626, -0.21154], [-1.81251, 2.01225, 1.23122], [-1.25452, -0.23857, 2.08787], [-2.17858, -1.46462, -1.23556], [-0.62038, -0.96335, -1.87490], [-0.69764, -2.43162, -0.89136]], "forces_ev_per_angstrom": [[0.3, 0.5, 0.5], [0.0, 2.1, 1.8], [0.4, -1.1, -0.9], [0.1, 0.0, -0.2], [-0.2, -0.1, -0.3], [-0.3, -0.5, -0.7], [-0.6, 0.2, 0.4], [1.1, 0.2, 0.0], [0.9, -0.4, 0.1], [-0.6, 0.5, -0.2], [0.1, -1.6, -1.0], [0.1, -0.3, 0.3], [-0.6, 0.1, 0.1], [-0.2, 0.2, -0.2], [0.3, -0.1, -0.4], [-0.2, -0.8, -1.2], [-0.4, 0.1, 0.5], [-0.1, 0.3, 1.0], [-0.2, 0.5, 0.5]], "nbo_charge": [-0.25, -0.55, 0.02, -0.44, -0.46, -0.12, -0.51, 0.17, 0.16, 0.19, 0.20, 0.21, 0.22, 0.22, 0.20, 0.20, 0.16, 0.18, 0.19], "e_homo_ev": [-8.47, -8.44], "homo_lumo_gap_ev": [8.86, 8.87], "energy_ha": -310.8276, "multiplicity": 1}